No. 1
{"formula": "C43H39Cl2CrN4O4PS2", "method": "the ωB97M-V functional and the def2-TZVPD basis", "energy_ha": -5284.652143, "spin_multiplicity": 5, "relative_energy_kj_mol": 0.00, "homo_energy_ev": [-7.1, -7.2], "lumo_ev": [0.018, -0.041], "gap_ev": [7.10, 7.19], "species": ["Cr", "Cl", "Cl", "S", "S", "P", "O", "O", "O", "O", "N", "N", "N", "N", "C", "C", "C", "C", "C", "C", "C", "C", "C", "C", "C", "C", "C", "C", "C", "C", "C", "C", "C", "C", "C", "C", "C", "C", "C", "C", "C", "C", "C", "C", "C", "C", "C", "C", "C", "C", "C", "C", "C", "C", "C", "C", "C", "H", "H", "H", "H", "H", "H", "H", "H", "H", "H", "H", "H", "H", "H", "H", "H", "H", "H", "H", "H", "H", "H", "H", "H", "H", "H", "H", "H", "H", "H", "H", "H", "H", "H", "H", "H", "H", "H", "H"], "xyz": [[-0.75, 1.79, -0.13], [4.59, 0.44, 0.41], [-0.49, 1.04, 2.35], [1.51, 0.69, -0.25], [0.08, -2.52, -0.01], [-2.31, 0.12, -1.06], [3.78, -3.04, -2.23], [3.38, 6.76, 4.89], [1.21, 5.26, 3.70], [-2.21, 4.23, -1.14], [0.44, 3.56, 0.08], [1.95, -2.30, 1.81], [2.74, -2.90, -0.25], [2.20, 7.09, 2.85], [0.23, -4.55, -4.02], [3.45, 0.77, 1.68], [1.80, 5.96, 0.17], [-3.07, -2.53, -1.61], [2.78, -3.88, 3.52], [0.14, -5.96, -2.07], [1.28, 1.03, 2.51], [-2.28, 0.30, -5.17], [1.14, -5.21, -1.47], [2.79, -3.31, -1.58], [-3.56, -3.78, -1.24], [1.64, -2.62, 0.54], [-2.34, 3.05, -0.85], [1.59, 5.89, 2.73], [-4.88, 3.27, -1.01], [-6.13, 2.69, -1.09], [1.37, 5.35, 1.34], [-1.00, -0.13, -5.47], [-1.84, 0.02, -2.82], [1.25, -3.82, -3.44], [1.68, -4.13, -2.16], [2.49, 7.58, 4.19], [-5.14, 0.49, -1.15], [3.96, 0.90, 2.96], [0.85, 4.15, -1.05], [1.74, 1.17, 3.81], [2.08, 0.85, 1.37], [2.22, -5.09, 2.78], [-0.55, -0.41, -3.12], [-3.17, -1.83, 0.69], [-2.70, 0.38, -3.85], [0.69, 4.15, 1.24], [-2.88, -1.55, -0.64], [1.53, 5.35, -1.05], [-0.13, -0.49, -4.44], [-3.75, 2.46, -0.98], [3.11, -2.72, 2.59], [-3.67, -3.07, 1.05], [3.11, 1.11, 4.04], [-3.87, -4.05, 0.08], [-0.33, -5.63, -3.33], [-6.26, 1.30, -1.16], [-3.87, 1.07, -1.06], [-0.67, -0.18, -6.50], [-7.24, 0.85, -1.22], [1.55, 7.69, 4.73], [1.13, -2.04, 2.34], [3.45, -1.85, 3.15], [3.92, -3.00, 1.91], [0.87, -0.83, -4.67], [-4.25, -5.02, 0.37], [1.49, -5.46, -0.48], [0.35, 3.66, 2.14], [-3.70, -4.54, -2.00], [-0.13, -4.30, -5.00], [-2.96, 0.59, -5.96], [1.71, -2.99, -3.96], [3.50, 1.23, 5.04], [-3.89, -3.28, 2.09], [-2.82, -2.34, -2.64], [3.61, -2.46, 0.01], [-4.75, 4.34, -0.95], [2.97, 8.55, 4.08], [-1.12, -6.20, -3.78], [1.85, 5.79, -1.98], [-7.02, 3.31, -1.09], [1.30, -4.84, 2.24], [-3.70, 0.72, -3.62], [3.70, -4.16, 4.04], [-3.00, -1.08, 1.45], [2.32, 6.91, 0.17], [2.08, -3.55, 4.28], [2.92, 5.92, 5.03], [0.62, 3.64, -1.97], [-5.24, -0.58, -1.22], [2.94, -5.47, 2.05], [-0.29, -6.80, -1.54], [2.69, 7.49, 2.08], [0.13, -0.70, -2.32], [5.03, 0.83, 3.11], [1.04, 1.32, 4.62], [1.99, -5.90, 3.47]], "mulliken_charge": [0.26, -0.19, -0.20, -0.06, 0.85, 1.48, -0.64, -0.55, -0.70, -0.69, 0.77, 0.99, 0.63, -0.14, -0.64, 0.04, -0.10, 0.20, -0.58, -0.64, 0.28, -0.74, 0.20, -0.11, -0.80, -2.11, -0.47, 0.26, -0.78, -0.60, 0.20, -0.74, 0.13, -0.49, 0.20, -0.45, -0.44, -0.74, -0.51, -0.54, 0.16, -1.02, 0.36, 0.02, -0.27, -0.43, -0.13, -1.40, -0.91, 0.79, -0.66, -0.83, -0.74, -0.52, -0.50, -0.70, 0.02, 0.40, 0.43, 0.28, 0.26, 0.12, 0.36, 0.49, 0.37, 0.35, 0.77, 0.42, 0.41, 0.42, 0.63, 0.47, 0.42, 0.39, 0.18, 0.52, 0.37, 0.44, 0.46, 0.39, 0.14, 0.43, 0.37, 0.34, 0.34, 0.33, 0.35, 0.46, 0.46, 0.27, 0.42, 0.23, 0.05, 0.43, 0.49, 0.47]}

=====

No. 2
{"formula": "C43H39N7O4P2S2Zr", "method": "the ωB97M-V functional and the def2-TZVPD basis", "energy_ha": -3872.534044, "relative_energy_kj_mol": 14.43, "homo_energy_ev": -7.1, "lumo_ev": -0.458, "gap_ev": 6.64, "species": ["Zr", "S", "S", "P", "P", "O", "O", "O", "O", "N", "N", "N", "N", "N", "N", "N", "C", "C", "C", "C", "C", "C", "C", "C", "C", "C", "C", "C", "C", "C", "C", "C", "C", "C", "C", "C", "C", "C", "C", "C", "C", "C", "C", "C", "C", "C", "C", "C", "C", "C", "C", "C", "C", "C", "C", "C", "C", "C", "C", "H", "H", "H", "H", "H", "H", "H", "H", "H", "H", "H", "H", "H", "H", "H", "H", "H", "H", "H", "H", "H", "H", "H", "H", "H", "H", "H", "H", "H", "H", "H", "H", "H", "H", "H", "H", "H", "H", "H"], "xyz": [[-1.26, -0.19, 1.02], [1.91, 0.73, 2.78], [-1.08, -0.29, -2.77], [1.95, 0.98, 0.80], [0.48, 0.58, -1.84], [-2.74, 0.89, 2.45], [-2.53, 1.10, -0.27], [-0.98, 1.83, 1.90], [-3.45, -3.29, -0.27], [-2.13, 2.00, 2.37], [-0.37, -2.37, 0.71], [-2.95, -1.06, -0.30], [-0.45, -1.13, 3.06], [-4.17, 0.41, -1.70], [-5.38, -2.04, 2.86], [-2.96, -2.00, 2.39], [-6.17, -2.97, 2.06], [-0.20, 3.24, -1.45], [1.62, 3.68, 1.37], [-4.23, 1.75, -2.28], [1.91, -1.43, -3.15], [0.51, -2.23, 5.40], [3.03, 3.26, -0.51], [-6.01, -1.27, 3.91], [3.01, -2.03, -3.73], [0.60, 0.37, -0.11], [-3.67, -2.16, -0.70], [-0.16, -1.01, 5.42], [-0.35, -2.92, -0.51], [5.87, -0.05, 0.14], [-4.90, -0.65, -2.18], [1.01, -4.14, 1.51], [0.69, 4.09, -3.93], [0.08, 4.99, -3.07], [5.76, -1.38, -0.24], [-0.37, 4.56, -1.83], [-4.09, -1.99, 2.65], [2.54, 5.52, 0.13], [3.37, -1.23, -0.08], [4.51, -1.97, -0.34], [0.17, -2.31, 3.04], [2.25, 2.77, 0.52], [1.95, -0.10, -2.71], [3.47, 0.11, 0.28], [4.73, 0.68, 0.41], [-0.62, -0.50, 4.22], [0.67, -2.89, 4.20], [4.24, 0.01, -3.49], [1.76, 5.04, 1.18], [1.04, -4.70, 0.24], [0.34, -4.09, -0.78], [0.28, -2.97, 1.71], [-4.71, -1.89, -1.71], [4.19, -1.31, -3.90], [0.85, 2.77, -3.56], [0.42, 2.33, -2.31], [3.18, 4.63, -0.71], [3.14, 0.60, -2.90], [-3.23, 0.16, -0.77], [2.65, 6.59, -0.02], [6.84, 0.41, 0.24], [5.15, 0.59, -3.63], [-5.52, -3.42, 1.31], [-6.93, -0.82, 3.51], [-0.54, 2.90, -0.47], [-3.30, 1.95, -2.80], [2.39, -1.68, -0.18], [3.20, 1.64, -2.61], [3.56, 2.59, -1.16], [-5.28, -2.72, -2.08], [1.03, 3.30, 2.20], [1.29, 2.07, -4.25], [-6.98, -2.42, 1.56], [-4.38, 2.49, -1.49], [1.56, -4.59, 2.32], [5.05, -1.78, -4.35], [6.66, -1.96, -0.44], [0.90, -2.66, 6.32], [-1.12, 0.46, 4.18], [-5.62, -0.41, -2.95], [1.61, -5.60, 0.07], [3.80, 4.99, -1.52], [1.03, 4.42, -4.90], [-5.34, -0.47, 4.23], [0.98, -1.98, -3.06], [-0.04, 6.03, -3.35], [4.42, -3.01, -0.63], [-0.88, -2.37, -1.28], [1.18, -3.84, 4.17], [-0.84, 5.25, -1.14], [-0.31, -0.46, 6.33], [-6.60, -3.75, 2.69], [0.32, -4.49, -1.78], [4.82, 1.71, 0.75], [-5.08, 1.78, -2.97], [2.95, -3.06, -4.06], [-6.27, -1.89, 4.77], [1.27, 5.73, 1.85]], "mulliken_charge": [-0.84, -0.64, -0.55, 2.27, 2.13, -0.22, -0.67, 0.02, -0.71, -0.28, 0.88, 0.91, 1.14, 0.34, 0.10, -0.15, -0.86, 0.02, -0.80, -0.83, -0.62, -0.82, 0.10, -0.89, -0.90, 0.82, 0.53, -0.81, -0.02, -0.85, -0.07, -0.81, -0.87, -0.67, -0.66, -1.09, 0.21, -0.64, 0.52, -0.54, 0.26, 0.07, -0.16, -0.03, -0.26, -0.71, -0.77, -0.94, -0.94, -0.98, -1.39, 0.88, -1.22, -0.70, -0.33, 0.51, -0.93, -0.01, -0.29, 0.40, 0.44, 0.45, 0.21, 0.31, 0.36, 0.26, -0.20, 0.31, 0.18, 0.51, 0.41, 0.52, 0.31, 0.25, 0.42, 0.39, 0.40, 0.45, 0.47, 0.38, 0.43, 0.44, 0.43, 0.27, 0.42, 0.40, 0.46, 0.36, 0.44, 0.47, 0.46, 0.34, 0.54, 0.52, 0.37, 0.43, 0.31, 0.42]}

=====

No. 3
{"formula": "C43H40F5KN4O4P2S", "method": "the ωB97M-V functional and the def2-TZVPD basis", "energy_ha": -4362.785692, "relative_energy_kj_mol": 206.93, "homo_energy_ev": -6.9, "lumo_ev": -0.072, "gap_ev": 6.86, "species": ["K", "S", "P", "P", "F", "F", "F", "F", "F", "O", "O", "O", "O", "N", "N", "N", "N", "C", "C", "C", "C", "C", "C", "C", "C", "C", "C", "C", "C", "C", "C", "C", "C", "C", "C", "C", "C", "C", "C", "C", "C", "C", "C", "C", "C", "C", "C", "C", "C", "C", "C", "C", "C", "C", "C", "C", "C", "C", "C", "C", "H", "H", "H", "H", "H", "H", "H", "H", "H", "H", "H", "H", "H", "H", "H", "H", "H", "H", "H", "H", "H", "H", "H", "H", "H", "H", "H", "H", "H", "H", "H", "H", "H", "H", "H", "H", "H", "H", "H", "H"], "xyz": [[13.34, 12.60, 10.10], [13.84, 14.22, 12.76], [12.07, 16.29, 10.09], [14.63, 17.96, 10.55], [10.25, 9.35, 9.11], [10.32, 10.93, 10.61], [12.93, 10.39, 11.11], [10.62, 8.90, 11.26], [12.79, 8.60, 9.82], [20.33, 18.41, 9.14], [12.93, 15.23, 9.47], [15.55, 16.83, 10.64], [22.21, 17.19, 9.01], [18.04, 12.60, 10.59], [16.44, 14.60, 12.56], [15.82, 13.02, 14.10], [16.11, 10.89, 11.73], [10.41, 18.35, 9.37], [18.77, 16.08, 9.45], [16.46, 9.55, 9.76], [20.07, 13.81, 10.50], [17.27, 11.89, 9.89], [10.64, 15.70, 12.50], [12.30, 9.95, 9.88], [10.86, 15.41, 11.14], [15.11, 21.32, 13.09], [16.16, 21.94, 12.47], [10.10, 14.40, 10.53], [14.53, 18.49, 8.87], [20.85, 17.33, 9.21], [13.64, 19.48, 8.48], [11.11, 17.28, 8.90], [14.42, 19.26, 6.29], [15.50, 13.89, 13.16], [9.41, 18.92, 8.57], [17.03, 12.12, 14.12], [20.13, 16.09, 9.63], [16.77, 21.36, 11.37], [15.38, 17.84, 7.98], [18.71, 13.77, 10.22], [18.04, 14.91, 9.79], [15.26, 18.22, 6.63], [14.67, 20.08, 12.61], [15.28, 19.48, 11.52], [9.64, 15.07, 13.21], [17.77, 14.75, 13.11], [10.87, 9.78, 10.24], [9.07, 13.83, 11.24], [15.44, 9.85, 12.25], [15.27, 8.64, 11.54], [13.57, 19.89, 7.17], [9.12, 18.37, 7.32], [13.00, 17.43, 11.15], [15.81, 8.44, 10.34], [9.87, 17.28, 6.85], [16.63, 10.72, 10.49], [8.85, 14.17, 12.54], [16.40, 20.10, 10.94], [10.85, 16.68, 7.65], [20.72, 14.97, 10.21], [14.58, 7.90, 12.00], [22.38, 16.23, 8.90], [14.64, 21.73, 13.99], [17.60, 21.95, 10.90], [8.93, 19.82, 8.92], [10.64, 18.77, 10.33], [14.45, 19.58, 5.29], [8.35, 18.87, 6.79], [18.26, 16.94, 9.12], [9.69, 16.87, 5.86], [16.96, 14.93, 9.55], [18.41, 13.93, 12.83], [13.12, 16.97, 12.16], [21.78, 14.97, 10.52], [20.56, 12.98, 10.97], [8.01, 13.71, 13.08], [11.51, 15.91, 7.26], [16.77, 9.48, 8.70], [11.28, 16.38, 12.99], [15.91, 17.81, 5.85], [16.96, 19.60, 10.10], [17.13, 11.97, 8.80], [18.15, 15.75, 12.77], [8.55, 12.98, 10.79], [13.08, 19.89, 9.25], [14.89, 10.08, 13.12], [17.84, 12.46, 14.80], [17.67, 14.78, 14.21], [13.91, 19.54, 13.20], [16.67, 11.16, 14.50], [14.98, 12.80, 14.57], [16.12, 17.11, 8.23], [15.70, 7.53, 9.72], [12.40, 18.36, 11.18], [16.02, 15.24, 11.89], [9.45, 15.30, 14.22], [17.41, 11.95, 13.14], [16.66, 22.77, 12.94], [10.24, 14.21, 9.44], [12.89, 20.64, 6.81]], "mulliken_charge": [0.97, -0.29, 0.64, -0.25, -0.28, -0.17, -0.23, -0.29, -0.32, -0.52, -0.56, -0.15, -0.50, 0.04, 0.82, -0.17, 0.12, -0.60, -0.59, -0.50, -0.64, -0.28, -0.15, -0.85, 0.64, -0.64, -0.45, -0.75, 0.98, 0.48, -0.52, 1.12, -0.53, 0.30, -0.69, -1.02, 0.00, -0.62, -0.22, -0.04, 0.08, -0.89, -0.05, 0.47, -0.87, -1.33, 1.04, -0.57, -0.33, -0.58, -0.96, -0.57, -0.66, -0.39, -0.71, 0.00, -0.48, -0.52, -0.61, -0.40, 0.30, 0.33, 0.37, 0.33, 0.44, 0.39, 0.46, 0.43, 0.43, 0.42, 0.35, 0.32, 0.33, 0.37, 0.53, 0.34, 0.51, 0.34, 0.44, 0.44, 0.27, 0.41, 0.23, 0.35, 0.57, 0.56, 0.27, 0.49, 0.39, 0.43, 0.27, 0.13, 0.37, 0.51, -0.18, 0.51, 0.30, 0.36, 0.41, 0.49]}